Entry 1:
A molecular structure, C20H37Cl2NO3Ta, computed with ωB97M-V with the def2-TZVPD basis set.

Atoms and positions in Å:
C 8.0417 -1.5586 0.6304
C 7.7973 -1.3903 -0.9346
C 6.2399 -1.3168 -1.1948
C 5.7576 0.0880 -1.7967
C 4.4302 0.4834 -1.0535
C 3.4067 1.3091 -1.9492
C 2.5327 2.1874 -0.9333
C 1.0899 2.4880 -1.4688
C 0.0489 2.5800 -0.2536
C -1.2069 1.6168 -0.4591
C -2.4804 2.3352 -1.0543
Ta -4.4664 1.1935 -0.7076
C -6.5068 0.1238 -0.5526
O -6.5060 -1.1881 -1.2058
C -7.7352 -1.8424 -0.9712
C -7.8501 -3.1875 -1.7946
O -4.7831 2.4037 1.0224
N -5.8808 2.0712 1.7238
O -5.6149 1.1938 2.4964
H 7.2901 -2.3003 0.9966
H 7.8914 -0.5903 1.1627
H 9.0533 -1.9778 0.8383
H 8.1484 -2.3557 -1.3910
H 8.3609 -0.5197 -1.3458
H 5.8509 -2.1166 -1.8655
H 5.7313 -1.4022 -0.1970
H 5.6436 -0.0455 -2.8988
H 6.5398 0.8758 -1.6362
H 3.8797 -0.3971 -0.6457
H 4.6871 1.1444 -0.1854
H 3.9219 1.9370 -2.7143
H 2.7647 0.5567 -2.4837
H 2.4496 1.5598 -0.0197
H 3.1428 3.0945 -0.7074
H 0.7692 1.6948 -2.1852
H 1.0809 3.5002 -1.9511
H -0.3635 3.6199 -0.1913
H 0.4762 2.3179 0.7751
H -0.8541 0.7851 -1.1279
H -1.4784 1.1154 0.5085
H -2.3377 2.4873 -2.1548
H -2.5220 3.3605 -0.5814
H -3.6287 -0.1663 0.2408
H -4.1713 0.3139 -2.3187
H -5.3290 2.5267 -1.7100
H -6.8843 -0.0538 0.4890
H -7.3051 0.7177 -1.0973
H -8.5797 -1.1802 -1.3207
H -7.9316 -2.0819 0.1051
H -7.6827 -2.9251 -2.8684
H -7.0452 -3.8696 -1.4354
H -8.8666 -3.6389 -1.7016
Cl -0.3329 1.6271 2.7423
C -0.0796 -0.0300 3.1733
C 1.1688 -0.6447 3.1430
Cl 2.6013 0.1992 2.6955
C 1.2917 -1.9846 3.4964
C 0.1750 -2.7114 3.8823
C -1.0697 -2.0983 3.9212
C -1.1955 -0.7622 3.5686
H 2.2618 -2.4654 3.4731
H 0.2763 -3.7550 4.1547
H -1.9435 -2.6611 4.2257
H -2.1697 -0.2906 3.5988

Calculated values
**LUMO energy**: 2.30 eV
**Electronic energy**: -2041.85569 a.u.
**Max |F|**: 2.13 eV Å⁻¹
**2S+1**: 1
**HOMO**: -4.858 eV
**HOMO-LUMO gap**: 7.16 eV
**Charge**: -1

Atomic partial charges in e from the Mulliken method, atoms 1 to 2: -1.155, -0.381

=====

Entry 2:
A molecular structure, C20H37F4INO16P3Si2, computed with ωB97M-V with the def2-TZVPD basis set.

Atoms and positions in Å:
C -0.2089 2.5774 0.0669
C 0.4042 1.3925 -0.7929
P -0.0452 1.8018 -2.5965
C 1.5060 2.6764 -3.2482
C 1.1518 4.0558 -3.9408
Si -0.3625 -0.1052 -3.7180
C 0.4517 -1.5963 -2.8611
O 0.0399 -2.8892 -3.3420
O 1.1302 -3.6428 -3.8131
O -1.9764 -0.3040 -4.2123
Si -3.0395 -1.0678 -3.1259
C -4.8197 -0.7253 -3.7017
C -5.3414 0.7463 -3.5482
C -5.4884 1.2456 -2.0779
I -4.2186 2.2419 -4.6421
P -2.7629 -0.5994 -0.9767
N -1.8667 -1.6608 -0.1638
P 0.7869 0.1755 -5.6364
O 0.4085 -0.8807 -6.6905
H -1.1338 2.9525 -0.4295
H 0.4905 3.4385 0.0831
H -0.4587 2.2710 1.1007
H 1.5038 1.4254 -0.6842
H -0.0452 0.4268 -0.4784
H 2.1212 2.9529 -2.3718
H 2.1511 2.0341 -3.8771
H 2.0359 4.3771 -4.5260
H 0.2402 3.9982 -4.5609
H 1.0578 4.7849 -3.1077
H 0.3767 -1.4847 -1.7555
H 1.5483 -1.5126 -3.0821
H 1.7193 -3.7792 -3.0536
H -2.8303 -2.5271 -3.2619
H -5.4864 -1.3557 -3.0577
H -4.9827 -1.0315 -4.7559
H -6.3666 0.7618 -3.9797
H -6.2567 2.0421 -1.9675
H -5.7508 0.4480 -1.3534
H -4.5360 1.7028 -1.7192
H -2.3141 0.7525 -0.8929
H -4.0733 -0.6336 -0.3842
H -1.5493 -2.3635 -0.8367
H 2.1965 0.1065 -5.3662
H 0.5113 1.4780 -6.1609
C -0.8871 -1.0080 3.8662
C 0.4148 -0.3200 3.5765
O 0.1508 1.0224 3.9508
C -0.7882 0.9633 4.9314
O -1.0548 1.8618 5.6588
O -1.3787 -0.2577 4.9801
F 0.7056 -0.3592 2.2576
H -1.5913 -0.9324 3.0345
H -0.7595 -2.0577 4.1245
H 1.2637 -0.6992 4.1512
C 5.4856 0.9750 -0.3604
C 5.0122 0.6706 -1.7514
O 4.0753 1.7074 -2.0009
C 4.4920 2.7713 -1.2561
O 4.1134 3.8837 -1.4115
O 5.3984 2.3986 -0.3187
F 4.3738 -0.5232 -1.7974
H 4.8324 0.5459 0.4032
H 6.5060 0.6397 -0.1810
H 5.7969 0.6978 -2.5119
C -2.2968 0.7495 8.2691
C -3.6145 0.8513 8.9795
O -3.5020 -0.1339 9.9924
C -2.1750 -0.2268 10.2845
O -1.7390 -0.7503 11.2543
O -1.4154 0.3628 9.3265
F -4.6471 0.5224 8.1609
H -2.2983 -0.0216 7.4963
H -1.9867 1.6905 7.8232
H -3.8071 1.8250 9.4364
C 4.0202 -4.5539 0.6726
C 3.5398 -4.8684 -0.7144
O 2.6066 -3.8284 -0.9643
C 3.0253 -2.7570 -0.2306
O 2.6495 -1.6477 -0.3929
O 3.9375 -3.1273 0.7047
F 2.8932 -6.0571 -0.7572
H 3.3698 -4.9737 1.4429
H 5.0398 -4.8922 0.8494
H 4.3214 -4.8499 -1.4780

Calculated values
**LUMO energy**: -0.05 eV
**Electronic energy**: -4343.04107 a.u.
**Max |F|**: 3.65 eV Å⁻¹
**2S+1**: 1
**HOMO**: -8.197 eV
**HOMO-LUMO gap**: 8.15 eV

Atomic partial charges in e from the Mulliken method, atoms 1 to 2: -1.171, 0.329

=====

Entry 3:
A molecular structure, C20H37N2NiO2P2Si, computed with ωB97M-V with the def2-TZVPD basis set.

Atoms and positions in Å:
Ni -0.0526 0.2822 -0.1063
P -0.1458 2.0218 1.1430
C -0.9228 3.2701 0.1925
C -0.8420 3.0938 -1.1938
N -0.3971 1.8539 -1.6302
C 0.1223 1.7079 -2.8538
C 0.1458 2.7739 -3.7674
C -0.5044 3.9659 -3.4267
C -1.0848 4.0780 -2.1839
C 0.6666 0.3192 -3.1305
P -0.1717 -0.8463 -2.0116
H -1.5393 5.0121 -1.8504
H 0.6621 2.6325 -4.6921
H -0.5728 4.7862 -4.1714
H 0.5629 0.0516 -4.1901
H 1.7431 0.2826 -2.9026
H -5.8346 2.6098 -0.4613
H -1.3397 4.1940 0.6139
H -3.7760 0.0639 -0.0261
O -4.9589 2.4732 0.0844
H -5.2047 2.4503 1.0163
H -1.2103 -0.3631 -0.3293
O -3.6916 -0.8811 -0.1969
H -3.4748 -0.8004 -1.1553
C -1.6555 -1.2129 -3.0017
H -1.3813 -1.3645 -4.0566
H -2.1567 -2.1154 -2.6332
H -2.3544 -0.3752 -2.9431
C 0.8119 -2.3743 -2.2461
H 0.4265 -3.1688 -1.5891
H 0.7599 -2.7029 -3.2993
H 1.8608 -2.1867 -1.9811
C 1.5607 2.6366 1.2928
H 1.5884 3.4211 2.0611
H 2.1331 1.7425 1.5848
H 1.8882 3.0387 0.3197
C -0.8849 2.1949 2.7600
H -0.4037 1.4753 3.4272
H -0.7218 3.2044 3.1509
H -1.9622 1.9928 2.7300
C -1.8999 -1.1795 2.7896
Si -0.1892 -1.8574 2.3778
C 0.8958 -1.5677 3.8863
C -0.4566 -3.6649 1.9869
N 0.6834 -1.0304 1.0587
C 1.9751 -1.3844 0.7351
C 2.7854 -0.4855 -0.0456
C 4.0181 -0.9270 -0.5182
C 4.5219 -2.1997 -0.2058
C 3.7791 -3.0128 0.6640
C 2.5440 -2.6205 1.1733
H -2.0538 -1.2256 3.8792
H -2.6696 -1.7820 2.2962
H -2.0432 -0.1466 2.4641
H 0.2750 -1.5784 4.7961
H 1.6762 -2.3393 3.9773
H 1.3952 -0.5883 3.8131
H -0.1676 -3.9111 0.9539
H 0.1067 -4.3114 2.6798
H -1.5290 -3.8943 2.1080
H 2.4116 0.5312 -0.2983
H 4.5976 -0.2553 -1.1485
H 5.5126 -2.5101 -0.5625
H 4.1595 -3.9924 0.9541
H 1.9834 -3.3042 1.8387

Calculated values
**LUMO energy (spin up / spin down)**: -3.31 / -4.94 eV
**Electronic energy**: -3524.54057 a.u.
**Max |F|**: 3.21 eV Å⁻¹
**2S+1**: 3
**HOMO (spin up / spin down)**: -9.422 / -9.381 eV
**HOMO-LUMO gap (spin up / spin down)**: 6.12 / 4.44 eV
**Charge**: +1
**Expectation value of S²**: 2.056

Atomic partial charges in e from the Mulliken method, atoms 1 to 2: -1.314, 1.282